(1)
# C2H4INO

C2H4INO in the gas phase at a distorted geometry (ωB97M-V/def2-TZVPD, OMol25).

Structure (XYZ):
```
9
Properties=species:S:1:pos:R:3:forces:R:3:nbo_charge:R:1
H -0.38904 -2.44909 0.04804 0.313 -0.354 0.426 0.327
N -0.18923 -1.67441 -0.57375 1.691 7.008 5.308 -0.642
C 0.20581 -0.46154 0.47513 -1.540 -5.537 -4.263 0.066
I 0.93748 -0.58940 2.42299 -0.350 -0.434 -0.328 0.220
C 0.27457 0.93361 -0.12363 0.117 -3.655 -2.479 -0.185
O -0.96340 1.27695 -0.61912 -1.173 1.243 -0.486 -0.706
H 1.03067 0.58395 -0.95502 -0.716 1.777 1.114 0.210
H 0.47469 1.73463 0.53041 1.244 0.525 0.765 0.216
H -1.38155 0.64530 -1.20506 0.413 -0.573 -0.058 0.494
```
Positions in Å, forces in eV/Å.

Results
Frontier orbital gap (spin up / spin down): 8.6722 / 8.6783 eV
HOMO (spin up / spin down): -0.345 / -0.345 Eh
SMILES: [H]/N=C(\I)CO
Calculated total energy: -13773.0560 eV

---

(2)
# C2H4INO

C2H4INO in the gas phase at a distorted geometry (ωB97M-V/def2-TZVPD, OMol25).

Structure (XYZ):
```
9
Properties=species:S:1:pos:R:3:forces:R:3:nbo_charge:R:1
H -1.17652 2.41210 -0.51303 -3.064 2.581 -1.228 0.367
N -0.57255 1.77638 -0.18173 3.600 -1.893 1.642 -0.581
C -0.90257 0.68314 0.26423 -1.367 -0.610 -2.204 0.264
I -3.00939 -0.03074 0.02648 0.680 0.187 0.325 -0.044
C 0.02536 -0.38834 0.63958 0.305 -2.161 2.631 -0.166
O 0.05743 -1.54734 -0.21520 1.501 -1.327 1.451 -0.704
H -0.26598 -0.63146 1.69712 -0.312 -0.457 -0.708 0.181
H 1.01205 -0.05110 0.85422 0.948 0.985 -0.715 0.199
H 0.71543 -2.26873 0.19563 -2.290 2.696 -1.193 0.486
```
Positions in Å, forces in eV/Å.

Results
Frontier orbital gap: 9.8800 eV
HOMO: -0.350 Eh
SMILES: [H]/N=C(\I)CO
Calculated total energy: -13775.4936 eV

---

(3)
# C2H4INS

C2H4INS in the gas phase at a distorted geometry (ωB97M-V/def2-TZVPD, OMol25).

Structure (XYZ):
```
9
Properties=species:S:1:pos:R:3:forces:R:3:nbo_charge:R:1
C -0.07845 -0.53122 -0.10696 1.262 -0.638 -1.440 -0.065
C 0.09614 0.77679 -0.01152 0.028 0.043 -0.637 -0.409
N -1.11776 -1.11177 0.57844 -0.381 2.602 1.251 -0.764
S -3.02584 1.78626 0.10657 -0.097 -0.312 -0.052 -0.535
I -3.03518 -0.48009 -0.04800 -0.313 0.063 -0.114 0.806
H 0.53299 -1.20904 -0.74103 -0.479 0.595 0.172 0.181
H 0.60439 1.41117 -0.72297 0.533 -0.206 0.315 0.216
H -0.57530 1.18979 0.68360 -0.329 1.145 0.761 0.207
H -1.13031 -2.05709 0.46117 -0.223 -3.291 -0.255 0.363
```
Positions in Å, forces in eV/Å.

Results
Frontier orbital gap: 7.3672 eV
HOMO: -0.303 Eh
Calculated total energy: -22561.4180 eV

---

(4)
# C2H4IOP

2 unconnected molecules or ions with the total composition C2H4IOP at a distorted geometry (ωB97M-V/def2-TZVPD, OMol25).

Structure (XYZ):
```
9
Properties=species:S:1:pos:R:3:forces:R:3:nbo_charge:R:1
C 0.76949 -0.09395 0.57788 -1.062 -0.608 1.121 0.627
C 0.93293 0.83729 -0.51115 1.335 2.910 0.929 -0.770
O 1.49694 -0.80096 1.15398 -0.132 0.003 0.080 -0.455
P -2.28521 -0.31232 0.47292 0.836 0.644 0.869 -0.010
I -1.81307 -2.05390 -1.14734 0.008 -0.309 0.295 -0.121
H 1.92626 0.76707 -0.89675 1.004 -0.060 -0.248 0.229
H 0.29308 0.55652 -1.26307 -1.840 -0.365 -1.766 0.258
H 0.77446 1.93709 -0.21570 -0.141 -1.823 -0.222 0.268
H -2.09487 -0.83686 1.82924 -0.009 -0.393 -1.058 -0.027
```
Positions in Å, forces in eV/Å.

Results
Frontier orbital gap (spin up / spin down): 6.7541 / 8.0916 eV
HOMO (spin up / spin down): -0.288 / -0.298 Eh
Calculated total energy: -21573.0874 eV

---

(5)
# C2H4IPS

2 unconnected molecules or ions with the total composition C2H4IPS at a distorted geometry (ωB97M-V/def2-TZVPD, OMol25).

Structure (XYZ):
```
9
Properties=species:S:1:pos:R:3:forces:R:3:nbo_charge:R:1
C -2.96893 -1.05511 0.62756 -2.556 0.728 -1.126 -0.779
P -4.33344 -1.04150 -0.14410 2.145 -0.335 1.049 0.569
H -2.15006 -0.74734 1.23926 0.252 -0.305 0.136 0.207
S 0.73608 -0.99698 -0.00391 0.258 -0.133 0.159 0.037
C 0.16556 0.52264 -0.74580 -3.063 -0.475 -0.538 -0.747
I 0.54384 2.39962 0.19541 0.003 -0.193 0.029 0.101
H -0.32956 -1.32153 0.77379 0.404 0.368 -0.422 0.118
H 0.43706 0.60567 -1.78136 1.067 -0.039 -0.214 0.241
H -0.96617 0.41523 -0.93472 1.490 0.386 0.927 0.253
```
Positions in Å, forces in eV/Å.

Results
Frontier orbital gap: 9.3883 eV
HOMO: -0.344 Eh
SMILES: C#P.SCI
Calculated total energy: -30360.8024 eV

---

(6)
# C2H4KLiO

A molecular structure, C2H4KLiO at a distorted geometry (ωB97M-V/def2-TZVPD, OMol25).

Structure (XYZ):
```
9
Properties=species:S:1:pos:R:3:forces:R:3:lowdin_charge:R:1
C -1.41656 0.13948 -0.56233 -0.835 1.040 0.716 -0.285
H -1.18201 0.37742 -1.61267 0.462 -0.279 0.028 -0.020
H -2.46912 0.41553 -0.39676 -0.244 -0.484 -0.064 0.004
C -0.54380 -0.09285 0.43725 -0.349 0.093 -1.147 -0.311
H -1.00285 -0.18466 1.43452 -0.348 0.030 -0.283 -0.030
H 1.67161 -1.02906 1.18351 1.600 2.348 -4.558 0.057
K 1.72425 1.55028 0.49977 -0.603 3.405 0.728 0.828
O 2.06090 -0.47811 0.27300 0.947 -5.750 3.161 -0.915
Li 1.15757 -0.69805 -1.25629 -0.629 -0.402 1.420 0.673
```
Positions in Å, forces in eV/Å.

Results
Frontier orbital gap: 5.2185 eV
HOMO: -0.210 Eh
Calculated total energy: -20712.6929 eV